Here is C12H26B2CdO6 as an isolated structure from the OMol25 dataset. Energies are from ωB97M-V with the def2-TZVPD basis set.

```
47
Properties=species:S:1:pos:R:3
Cd 1.73 0.85 0.92
B 4.42 1.39 -0.33
H 5.41 1.33 -0.77
H 3.68 0.90 -0.94
H 4.41 0.98 0.67
H 4.13 2.43 -0.33
B 0.45 2.48 2.99
H 0.33 1.41 3.09
H 0.20 3.07 3.86
H 1.48 2.69 2.73
H -0.21 2.75 2.19
O -0.72 -1.17 -1.60
C -1.43 -1.44 -2.55
O -2.80 -1.60 -2.36
C -3.50 -1.88 -3.53
C -2.35 -2.29 -4.47
C -1.24 -1.38 -4.00
H -4.10 -1.00 -3.78
H -4.29 -2.59 -3.28
H -2.52 -2.22 -5.55
H -2.12 -3.34 -4.30
H -1.24 -0.35 -4.38
H -0.21 -1.70 -4.20
O 2.40 -2.67 2.91
C 2.35 -3.74 3.55
O 2.69 -3.79 4.82
C 2.66 -5.17 5.29
C 2.17 -5.98 4.09
C 1.55 -4.97 3.18
H 2.05 -5.45 6.15
H 3.68 -5.52 5.40
H 1.62 -6.86 4.41
H 3.05 -6.42 3.61
H 0.47 -4.83 3.27
H 1.54 -5.25 2.13
O -0.23 3.37 -1.41
C -1.05 4.23 -1.59
O -0.69 5.50 -2.04
C -1.88 6.25 -2.03
C -2.95 5.50 -1.25
C -2.54 4.04 -1.35
H -2.13 6.45 -3.07
H -1.64 7.19 -1.53
H -3.91 5.73 -1.70
H -3.11 5.99 -0.29
H -2.96 3.55 -2.23
H -2.68 3.54 -0.40
```

Results
- Total energy: -1141.3516 Ha
- HOMO level: -0.354 Eh
- Energy above the lowest of the compared OMol25 structures with the same formula, charge and spin: 43.2 kcal per mole
- HOMO-LUMO gap: 6.31 eV


Here is one molecule with the formula C12H26BNO3 from the OMol25 dataset. Energies are from ωB97M-V with the def2-TZVPD basis set.

```
43
Properties=species:S:1:pos:R:3
C 0.73 -1.17 -4.17
N 1.51 -0.43 -3.12
C 2.38 0.60 -3.66
C 2.29 -1.37 -2.28
C 2.12 -1.17 -0.74
C 2.82 -2.32 -0.08
C 2.73 0.15 -0.24
C 0.62 -1.22 -0.33
O 0.41 -1.04 1.04
B -0.63 -0.23 1.57
O -1.42 0.55 0.72
C -2.09 1.68 1.28
C -2.87 1.35 2.57
C -3.49 2.64 3.18
C -3.93 0.35 2.22
C -1.78 0.73 3.58
O -0.88 -0.16 2.96
H 0.16 -0.46 -4.75
H 1.34 -1.78 -4.85
H 0.03 -1.83 -3.69
H 3.30 0.15 -4.11
H 1.86 1.13 -4.49
H 2.69 1.34 -2.90
H 3.36 -1.28 -2.46
H 2.03 -2.40 -2.54
H 2.66 -2.30 0.99
H 2.46 -3.26 -0.45
H 3.90 -2.26 -0.22
H 2.57 0.29 0.83
H 3.80 0.10 -0.43
H 2.34 1.00 -0.78
H -0.01 -0.45 -0.82
H 0.15 -2.19 -0.60
H -1.34 2.45 1.47
H -2.85 2.06 0.59
H -3.64 3.39 2.42
H -4.45 2.40 3.71
H -2.81 3.04 3.94
H -4.46 0.69 1.33
H -3.50 -0.63 1.97
H -4.68 0.20 3.00
H -1.15 1.50 4.01
H -2.27 0.20 4.36
```

Results
- Total energy: -778.2623 Ha
- HOMO level: -0.310 Eh
- Energy above the lowest of the compared OMol25 structures with the same formula, charge and spin: 0.0 kcal per mole
- HOMO-LUMO gap: 9.16 eV
- Structure (SMILES): CN(C)CC(C)(C)COB1OCC(C)(C)CO1


Here is C12H26CrNO9 as an isolated structure from the OMol25 dataset. Energies are from ωB97M-V with the def2-TZVPD basis set.

```
49
Properties=species:S:1:pos:R:3
Cr -0.11 0.13 -0.85
C 3.87 0.98 -2.60
C 2.84 0.11 -2.02
O 1.82 0.79 -1.56
O 2.80 -1.11 -2.34
H 4.50 0.43 -3.30
H 4.38 1.23 -1.67
H 3.56 1.84 -3.19
C -0.38 1.59 -4.69
C -1.41 1.20 -3.65
O -1.10 1.24 -2.44
O -2.64 0.89 -3.88
H 0.61 1.93 -4.41
H -0.76 2.18 -5.52
H -0.25 0.56 -5.03
C -4.12 -0.45 1.16
C -3.28 -0.38 -0.12
O -2.08 -0.54 -0.14
O -3.79 0.16 -1.17
H -5.18 -0.21 1.05
H -3.50 0.07 1.88
H -4.17 -1.52 1.39
C -0.78 3.28 0.31
O -0.20 1.99 0.38
C 0.41 1.74 1.71
C 1.19 0.43 1.90
N 0.61 -0.64 1.08
C 1.37 -1.85 1.39
C 1.11 -2.34 2.80
O -0.25 -2.56 2.91
C -0.76 -2.86 4.27
H -1.04 3.50 -0.73
H 0.04 3.86 0.73
H -1.60 3.51 0.98
H -0.41 1.63 2.42
H 1.08 2.54 2.04
H 1.29 0.13 2.94
H 2.24 0.65 1.70
H -0.21 -0.82 1.64
H 2.42 -1.65 1.14
H 1.10 -2.69 0.75
H 1.48 -1.67 3.59
H 1.65 -3.26 3.02
H -0.42 -3.87 4.49
H -1.78 -3.11 3.98
H -0.78 -1.99 4.93
O 0.00 -1.52 -2.16
H 0.95 -1.46 -2.27
H -0.29 -2.09 -2.87
```

Results
- Total charge: -1
- <S²>: 6.007
- Total energy: -2249.2396 Ha
- HOMO level (alpha / beta): -0.128 / -0.138 Eh
- Energy above the lowest of the compared OMol25 structures with the same formula, charge and spin: 70.2 kcal per mole
- HOMO-LUMO gap (alpha / beta): 5.79 / 6.07 eV
- 2S+1: 5